DFT (ωB97M-V/def2-TZVPD) results for a cluster of 16 separate species, C15H60IN30O15 in total.

Summary:
energy	-3676.9502	Ha
frontier orbital gap	7.797	eV
charge	-1
LUMO energy	0.0342	Ha

CARTESIAN COORDINATES (ANGSTROEM)
I 0.117 0.066 -0.027
C 0.510 0.584 4.335
O 1.073 1.524 3.804
N 0.126 0.662 5.600
N 0.321 -0.498 3.805
H 0.262 1.493 6.157
H -0.359 -0.159 5.932
H 0.542 -0.424 2.823
H -0.153 -1.282 4.232
C -2.667 3.925 -3.125
O -3.831 3.798 -3.571
N -1.663 4.536 -3.755
N -2.268 3.319 -2.006
H -0.751 4.250 -3.429
H -1.777 5.090 -4.591
H -2.999 3.050 -1.363
H -1.310 3.186 -1.715
C -1.208 4.054 2.880
O -0.064 4.496 2.816
N -2.194 4.807 2.781
N -1.532 2.790 2.975
H -3.161 4.522 2.723
H -1.979 5.785 2.656
H -0.751 2.158 2.874
H -2.468 2.438 3.117
C -1.828 -4.397 1.654
O -1.556 -5.536 1.599
N -1.074 -3.394 1.685
N -3.034 -4.089 1.946
H -1.568 -2.514 1.658
H -0.194 -3.576 1.222
H -3.222 -3.128 2.195
H -3.804 -4.714 1.756
C 0.133 -3.524 -4.627
O -0.891 -4.233 -4.771
N 1.310 -3.946 -4.207
N 0.082 -2.234 -4.370
H 2.180 -3.434 -4.224
H 1.293 -4.867 -3.793
H 0.945 -1.817 -4.052
H -0.800 -1.743 -4.370
C 3.256 -1.408 -2.556
O 4.107 -1.720 -3.378
N 2.352 -2.193 -1.980
N 2.899 -0.191 -2.254
H 2.161 -3.137 -2.284
H 1.546 -1.836 -1.488
H 3.449 0.598 -2.561
H 2.171 -0.045 -1.569
C 0.883 4.998 -1.028
O 1.560 6.028 -1.245
N 0.966 3.832 -1.573
N -0.237 4.925 -0.333
H 0.565 2.982 -1.203
H 1.779 3.675 -2.151
H -0.684 4.028 -0.208
H -0.737 5.730 0.017
C 4.685 2.694 -1.643
O 3.796 3.222 -1.006
N 4.619 2.510 -2.902
N 5.584 1.952 -1.136
H 3.829 2.952 -3.350
H 5.372 2.202 -3.501
H 5.769 2.001 -0.144
H 6.140 1.460 -1.821
C -4.346 1.785 0.788
O -4.110 2.974 0.665
N -3.515 0.824 0.674
N -5.545 1.337 1.011
H -3.995 -0.057 0.553
H -2.562 0.832 0.341
H -5.758 0.805 1.843
H -6.274 1.897 0.593
C -2.810 -2.591 -2.101
O -3.293 -3.177 -3.073
N -3.372 -1.677 -1.407
N -1.534 -2.493 -1.821
H -2.838 -1.196 -0.697
H -4.338 -1.417 -1.552
H -1.103 -1.757 -1.280
H -0.988 -3.060 -2.455
C 3.570 -2.249 1.130
O 4.419 -3.017 0.636
N 3.821 -1.095 1.615
N 2.346 -2.590 1.240
H 3.084 -0.417 1.484
H 4.754 -0.731 1.485
H 1.650 -1.901 1.490
H 2.148 -3.550 0.997
C -0.979 1.165 -4.480
O -1.602 0.926 -5.488
N -1.258 0.728 -3.301
N 0.189 1.787 -4.530
H -2.199 0.383 -3.172
H -0.596 0.504 -2.571
H 0.756 1.892 -3.701
H 0.624 2.024 -5.410
C 1.372 -5.914 0.446
O 1.006 -4.813 0.044
N 2.238 -6.119 1.423
N 0.956 -7.098 0.024
H 2.868 -5.406 1.761
H 2.391 -7.091 1.651
H 1.272 -7.989 0.380
H 0.412 -7.033 -0.824
C -3.934 -0.957 3.389
O -3.876 -1.534 2.329
N -4.997 -0.871 4.014
N -3.092 -0.168 3.907
H -5.728 -1.470 3.658
H -5.227 -0.221 4.753
H -2.248 -0.171 3.352
H -3.270 0.422 4.707
C 4.171 2.162 2.513
O 5.236 2.178 2.065
N 3.925 1.733 3.679
N 3.149 2.582 1.837
H 2.984 1.767 4.044
H 4.653 1.754 4.380
H 2.293 2.092 2.056
H 3.478 2.995 0.976

DFT (ωB97M-V/def2-TZVPD) results for the ion C5H9O with charge -1.

Summary:
energy relative to the best compared isomer or geometry (same formula, charge and spin)	0.243	eV
energy	-271.0977	Ha
frontier orbital gap	6.104	eV
charge	-1
structure (SMILES)	C=CCCC[O-]
LUMO energy	0.1462	Ha

CARTESIAN COORDINATES (ANGSTROEM)
C 0.575 -0.056 -2.488
C 0.277 0.266 -1.236
C -0.761 -0.316 -0.362
C -0.098 -0.647 0.983
C 0.043 0.581 1.942
O 1.291 0.793 2.367
H 0.053 -0.893 -2.961
H 1.414 0.321 -3.065
H 0.791 1.124 -0.807
H -1.493 0.445 -0.089
H -1.286 -1.190 -0.774
H 0.937 -0.974 0.856
H -0.608 -1.449 1.512
H -0.395 1.465 1.368
H -0.740 0.530 2.755

DFT (ωB97M-V/def2-TZVPD) results for an isolated molecule of C18H23N3O5S.

Summary:
energy relative to the best compared isomer or geometry (same formula, charge and spin)	1.996	eV
energy	-1638.3583	Ha
frontier orbital gap	9.249	eV
charge	0
structure (SMILES)	CCOC(=O)N(CCC#N)SN(C)C(=O)Oc1cccc2c1OC(C)(C)C2
LUMO energy	0.0211	Ha

CARTESIAN COORDINATES (ANGSTROEM)
C 2.377 1.971 0.041
C 3.188 1.425 1.192
O 2.437 0.353 1.757
C 1.409 0.661 2.554
O 1.218 1.779 3.039
N 0.526 -0.352 2.913
C 0.905 -1.772 2.746
C 0.713 -2.149 1.296
C 1.117 -3.566 1.129
N 1.352 -4.698 1.108
S -0.916 0.007 3.747
N -2.081 -0.454 2.626
C -2.953 -1.571 2.932
C -2.198 0.207 1.403
O -3.036 -0.190 0.613
O -1.424 1.270 1.236
C -1.155 1.726 -0.050
C -1.384 3.102 -0.303
C -1.133 3.660 -1.573
C -0.701 2.814 -2.632
C -0.468 1.477 -2.373
C -0.649 0.929 -1.120
O -0.238 -0.371 -1.096
C -0.101 -0.827 -2.433
C -1.357 -1.626 -2.726
C 1.118 -1.704 -2.594
C 0.000 0.432 -3.351
H 2.944 2.781 -0.501
H 1.463 2.398 0.433
H 2.127 1.144 -0.629
H 3.446 2.192 1.924
H 4.104 1.057 0.772
H 1.914 -1.964 3.064
H 0.270 -2.401 3.376
H -0.334 -1.981 0.998
H 1.344 -1.561 0.655
H -3.986 -1.187 3.066
H -2.672 -2.056 3.861
H -2.986 -2.283 2.122
H -1.747 3.721 0.506
H -1.433 4.700 -1.759
H -0.613 3.181 -3.641
H -1.335 -2.015 -3.742
H -1.489 -2.401 -1.994
H -2.227 -0.974 -2.675
H 2.028 -1.188 -2.224
H 1.230 -1.960 -3.681
H 0.978 -2.661 -2.056
H -0.623 0.370 -4.252
H 1.032 0.553 -3.706

DFT (ωB97M-V/def2-TZVPD) results for an isolated molecule of C6H15N3.

Summary:
energy relative to the best compared isomer or geometry (same formula, charge and spin)	1.185	eV
energy	-401.8437	Ha
frontier orbital gap	9.082	eV
charge	0
structure (SMILES)	[H]/N=C(\CC(C)C)N(C)N
LUMO energy	0.0331	Ha

CARTESIAN COORDINATES (ANGSTROEM)
H -2.059 0.440 0.898
N -1.312 0.932 1.388
C -0.176 0.843 0.753
C -0.070 0.104 -0.589
C -0.998 -1.102 -0.809
C -1.040 -1.456 -2.299
C -0.537 -2.314 0.001
N 0.941 1.518 1.255
C 2.226 1.613 0.581
N 0.629 2.522 2.225
H -0.276 0.866 -1.352
H 0.963 -0.222 -0.744
H -2.025 -0.865 -0.514
H -1.422 -0.612 -2.885
H -0.044 -1.709 -2.679
H -1.701 -2.310 -2.479
H 0.468 -2.633 -0.296
H -1.214 -3.161 -0.154
H -0.522 -2.091 1.073
H 2.665 0.618 0.454
H 2.117 2.087 -0.399
H 2.937 2.205 1.168
H -0.403 2.577 2.253
H 0.852 2.150 3.150

DFT (ωB97M-V/def2-TZVPD) results for a structure of composition C5H9ClO.

Summary:
energy relative to the best compared isomer or geometry (same formula, charge and spin)	2.048	eV
energy	-731.2806	Ha
frontier orbital gap	9.781	eV
charge	0
LUMO energy	0.0234	Ha

CARTESIAN COORDINATES (ANGSTROEM)
C -1.783 0.513 0.085
C 0.237 -0.891 -1.296
C 0.893 1.361 -0.124
C 0.389 -0.716 1.248
C 0.193 0.009 -0.068
O -2.185 1.564 0.397
Cl -2.791 -0.924 0.114
H 1.216 -1.306 -1.441
H -0.211 -0.341 -2.205
H -0.354 -1.658 -0.953
H 1.197 1.470 -1.110
H 1.667 1.339 0.680
H 0.158 2.262 0.086
H 1.445 -1.034 1.303
H 0.201 -0.019 1.955
H -0.273 -1.629 1.330

DFT (ωB97M-V/def2-TZVPD) results for a structure of composition C18H36ClFeN7SSi.

Summary:
energy relative to the best compared isomer or geometry (same formula, charge and spin)	0.252	eV
energy	-3502.1467	Ha
multiplicity	2
frontier orbital gap (spin up / spin down)	8.155 / 8.393	eV
<S²>	0.783
charge	+1
LUMO energy (spin up / spin down)	-0.1119 / -0.1084	Ha

CARTESIAN COORDINATES (ANGSTROEM)
Fe -0.089 -1.602 -1.798
C 4.026 -0.073 3.217
Si 2.950 -1.526 2.725
C 3.742 -3.140 3.238
C 1.260 -1.331 3.502
C 2.893 -1.513 0.820
C 4.101 -1.393 0.128
C 4.168 -1.372 -1.258
C 2.989 -1.458 -1.972
N 1.828 -1.576 -1.336
C 1.768 -1.623 0.007
S 0.070 -1.860 0.438
H 4.111 -0.023 4.305
H 3.594 0.871 2.876
H 5.038 -0.142 2.816
H 3.840 -3.188 4.325
H 4.740 -3.251 2.810
H 3.143 -3.995 2.919
H 1.396 -1.245 4.583
H 0.608 -2.183 3.313
H 0.748 -0.430 3.160
H 5.028 -1.316 0.687
H 5.112 -1.281 -1.775
H 2.955 -1.430 -3.053
C -1.000 3.400 1.206
C 0.220 3.959 0.475
C 1.541 3.414 1.019
C 0.102 3.886 -1.046
N 0.019 2.533 -1.615
C 0.111 1.321 -1.079
N -0.013 0.447 -2.052
N -0.168 1.140 -3.192
N -0.157 2.391 -2.939
H -0.937 3.639 2.268
H -1.086 2.315 1.130
H -1.925 3.833 0.822
H 0.229 5.037 0.658
H 1.634 2.330 0.921
H 1.624 3.644 2.081
H 2.395 3.866 0.513
H 0.961 4.363 -1.518
H -0.796 4.405 -1.380
H 0.236 1.078 -0.041
Cl 0.400 -2.645 -3.839
C -0.388 -3.374 -2.394
H 0.196 -4.181 -1.965
H -1.387 -3.663 -2.704
C -4.640 -0.090 -2.407
C -4.075 -0.194 -0.994
C -4.335 1.103 -0.235
C -4.696 -1.375 -0.245
N -2.595 -0.298 -1.064
N -2.113 -1.377 -1.881
H -5.691 0.195 -2.359
H -4.598 -1.039 -2.947
H -4.111 0.672 -2.981
H -5.405 1.253 -0.093
H -3.929 1.952 -0.784
H -3.869 1.075 0.754
H -5.778 -1.263 -0.179
H -4.303 -1.440 0.772
H -4.511 -2.328 -0.748
H -2.230 -0.495 -0.135
H -2.365 -1.158 -2.843
H -2.585 -2.247 -1.639